Entry from the OMol25 dataset: one molecule with the formula C4H9NO2 in a non-equilibrium geometry (ωB97M-V/def2-TZVPD).

The geometry in XYZ format:
```
16
Properties=species:S:1:pos:R:3:lowdin_charge:R:1
H -1.25498 -2.30147 -1.29440 0.12
H -0.37816 0.90610 -1.81166 0.09
H 1.98627 -0.43960 2.18983 0.05
C -0.17317 -0.15745 -1.75179 0.01
H 0.90879 -0.39647 -1.46731 0.11
H 0.27934 1.62492 0.76972 0.13
H -2.73833 0.46508 -0.06324 0.12
C 1.77671 0.52696 1.85147 -0.06
O -1.87296 0.61325 -0.50113 -0.02
C 0.48207 0.57288 1.03886 -0.22
N -0.02806 -0.50992 0.66652 0.12
H 1.64145 1.03351 2.80298 0.07
O -1.67846 -1.71078 -0.61511 0.01
H -0.45337 -0.71029 -2.56263 0.04
H 2.49587 0.97307 1.21073 0.06
C -0.99301 -0.48980 -0.46283 -0.64
```

Results
Energy above the lowest of the compared OMol25 structures with the same formula, charge and spin, kJ/mol: 239.47
HOMO level, Ha: -0.35027
Total energy, eV: -9877.579
Multiplicity: 1
Structure (SMILES): C/C=N/C(C)(O)O
Kohn-Sham gap, eV: 10.37


Entry from the OMol25 dataset: a 2-piece molecular cluster, CH5ClN2O overall in a non-equilibrium geometry (ωB97M-V/def2-TZVPD).

The geometry in XYZ format:
```
10
Properties=species:S:1:pos:R:3:lowdin_charge:R:1
H -1.35616 2.06045 0.35842 0.09
C -1.01096 1.14159 -0.10740 -0.09
O 0.33174 0.98771 0.31419 -0.30
N 0.08468 -1.65877 0.10219 0.04
Cl 2.56675 -0.08507 0.11915 0.60
H -1.59169 0.27926 0.23022 0.07
H 0.66754 -2.27242 -0.45584 -0.01
H 0.41848 -1.71094 1.06328 0.00
N 0.96127 0.05241 -0.42893 -0.50
H -1.07164 1.20578 -1.19529 0.09
```

Results
Energy above the lowest of the compared OMol25 structures with the same formula, charge and spin, kJ/mol: 355.02
HOMO level (spin up / spin down), Ha: -0.33210 / -0.33525
Total energy, eV: -18663.066
Multiplicity: 1
Kohn-Sham gap (spin up / spin down), eV: 9.07 / 9.15


Entry from the OMol25 dataset: a 2-piece molecular cluster, C7H8N4O2 overall in a non-equilibrium geometry (ωB97M-V/def2-TZVPD).

The geometry in XYZ format:
```
21
Properties=species:S:1:pos:R:3:lowdin_charge:R:1
H 1.47790 2.43986 2.23903 0.11
H -1.76282 -0.14137 2.80328 0.09
O 1.14939 -0.86699 -3.84532 -0.10
C 0.15549 0.10939 0.12668 -0.18
C -0.91317 -0.28647 0.90149 -0.05
C 0.84720 1.64383 1.86186 -0.09
C 1.14911 0.96808 0.68103 0.00
H 1.62979 -1.31308 -4.53397 0.04
N 2.09080 -0.44359 -2.87409 -0.11
N 1.59408 -0.35378 -1.72735 -0.01
C -0.14701 1.22147 2.69963 -0.07
H -0.25559 1.51097 3.67886 0.08
O 3.32069 -2.44971 -4.03957 -0.05
H -0.70735 -1.19495 -2.83914 0.15
H -1.57470 -0.52747 -1.32714 0.11
N -0.72780 -0.94380 -1.78886 0.14
N 3.25941 -2.10424 -2.88892 0.10
C 0.35743 -0.48105 -1.19672 -0.34
H 2.06862 1.24270 0.15046 0.12
H -1.80149 -0.86020 0.47421 0.13
C -0.95317 0.20159 2.20020 -0.08
```

Results
Energy above the lowest of the compared OMol25 structures with the same formula, charge and spin, kJ/mol: 690.99
HOMO level (spin up / spin down), Ha: -0.25286 / -0.25581
Total energy, eV: -17437.367
Multiplicity: 1
Kohn-Sham gap (spin up / spin down), eV: 6.32 / 6.63


Entry from the OMol25 dataset: a 11-piece molecular cluster, C34H58N11O11 overall in a non-equilibrium geometry (ωB97M-V/def2-TZVPD).

The geometry in XYZ format:
```
114
Properties=species:S:1:pos:R:3:lowdin_charge:R:1
H 0.14423 4.40135 -4.05826 0.08
C 0.52872 -1.74060 4.45628 -0.02
H -5.59997 -1.14927 -0.24181 0.15
H 1.22767 2.70630 0.19431 0.10
H -4.29339 -2.30389 3.82288 0.10
O -6.81894 1.64101 2.49341 0.05
O -3.39294 -1.36998 1.20998 0.05
H 0.72370 6.12574 -4.21091 0.11
H 5.59201 2.67016 1.45698 0.07
H -0.43966 0.59653 2.49152 0.15
H 1.64423 0.38694 -5.58032 0.06
C -5.04013 1.00939 3.97605 0.07
O -1.97103 0.41614 -0.68447 0.17
H 2.36100 -2.80393 2.22400 0.12
H 2.71975 0.92945 1.02503 0.10
H 3.34842 -1.20835 3.68409 -0.02
H 1.59101 -3.56093 5.70531 0.14
N 3.44377 -2.05531 -4.10025 -0.08
H -0.88512 -2.00736 -0.11259 -0.09
H 0.91639 2.52822 1.81752 0.13
C 2.55872 -1.67985 -5.04426 -0.11
C 1.74980 0.17136 -0.40161 -0.15
O -5.43323 1.65513 -1.89329 0.05
H -0.91658 3.57763 -0.62247 0.01
H -5.54548 -0.78871 -4.92815 0.07
C 2.30626 -0.30791 5.45060 -0.10
H 0.66957 -2.57849 0.07484 0.20
H 4.85538 -1.15321 -2.74389 0.12
H -0.23058 -1.46489 1.14095 0.03
H 0.97536 -4.98287 -2.75052 0.13
H 2.22527 -2.44219 -5.62099 0.05
H -2.08803 0.72305 1.77378 -0.03
C -3.82823 -0.83681 -3.41892 0.01
C -0.56509 1.73397 0.62804 -0.42
H -1.26152 3.90214 0.76603 0.07
O -4.70399 1.63922 0.05518 0.04
H 1.12586 -1.41774 -2.40553 0.11
C 0.96970 5.06246 -4.21687 0.07
O 1.19478 3.91566 -2.24868 -0.03
H -3.56644 0.10971 -3.34574 -0.02
C 4.49248 5.66855 0.08801 -0.01
C -1.28508 1.17201 1.84795 0.06
C -4.19033 -3.20239 -3.00767 -0.09
O -2.11912 -2.79186 2.35184 0.07
H 0.35313 -4.31339 -4.05068 0.08
H 3.10929 0.27368 5.81203 0.08
C -6.23258 -0.04155 -0.44619 -0.01
H 6.08306 -0.85039 0.73283 -0.04
C 3.96732 -1.09487 -3.41934 -0.16
C -4.34527 -2.75130 2.86412 0.06
H -2.35091 2.88836 -0.02053 0.10
H -2.76908 -2.13054 -1.69782 -0.01
H -6.69085 -0.49760 -1.41144 0.09
H 0.39804 0.65521 4.60357 0.03
N -1.14000 -4.89504 -2.52075 -0.43
C 1.49805 -2.51524 5.21769 -0.12
O -6.69029 -0.45040 3.13136 0.01
N 5.33925 5.91735 1.25742 -0.06
H -5.75609 -3.33417 -4.39609 0.16
H 1.65030 0.12704 1.78673 0.12
C 0.94623 -0.22479 4.75533 -0.01
H -1.65476 2.03158 2.23421 0.07
H -5.00350 0.33525 4.68799 0.02
H -5.21110 -2.54876 2.50676 0.01
C -0.15198 -1.63096 0.15346 0.02
O -0.95116 -4.09022 -1.57840 0.01
H -4.28154 -4.13096 -2.52883 0.07
N 3.92547 -1.27422 2.99159 -0.02
N -5.35090 1.11886 -0.79063 -0.44
N 1.68530 4.89131 -2.91209 -0.44
C 1.68160 0.81480 0.88798 -0.20
C -3.41842 -2.02482 -2.46942 -0.04
C 4.33139 -2.31368 0.91755 -0.05
O -2.08946 -5.53789 -2.75930 0.11
C 2.30875 -0.14068 -4.93439 -0.04
C 5.50924 3.73154 1.17405 -0.12
C 0.23765 -0.77854 -2.08299 -0.03
H 3.29463 -1.92972 6.40096 0.17
N -6.36310 0.76549 3.23110 -0.37
C -5.05673 -1.40207 -4.27729 -0.06
H 6.97366 5.00968 2.33459 0.09
H 4.18489 -3.02376 0.17529 0.03
C 6.02385 4.91609 1.86624 -0.11
H 3.85344 3.46194 -0.60574 0.10
C 5.39086 -1.22006 1.22905 -0.02
H -4.16495 1.18019 3.17648 0.15
H 2.27061 0.78449 -1.24644 0.15
H 3.38765 1.17545 -3.37245 0.06
C 3.31612 0.23367 -3.91625 -0.07
O 2.54601 5.60353 -2.53599 0.11
H -4.59239 -3.66698 3.28741 0.10
H 3.90844 6.37820 -0.33805 0.03
H 1.88277 4.66744 -4.81929 0.15
H 5.62852 6.83076 1.13924 0.10
H -5.12890 1.98612 4.45018 0.09
H 2.51198 -0.70675 -0.47436 0.14
H -0.18156 -5.97789 -4.07931 0.11
N -5.09559 -2.69193 -3.95837 -0.06
C 4.51616 4.10705 0.16484 -0.09
N 2.48127 -1.66852 5.78078 -0.06
C 0.32937 -0.39174 -0.61718 -0.35
H -0.73446 -1.28837 -2.28904 0.07
C 0.02764 -5.13028 -3.41172 0.03
N -3.19975 -2.30128 2.00243 -0.33
H 5.67221 0.04542 3.31435 0.14
C -1.28423 3.10969 0.13824 0.07
C 0.80329 2.06865 0.89792 -0.11
H -0.09464 -1.91496 3.76837 -0.04
H 3.93972 -3.02683 -3.97932 0.22
C 5.05873 -0.63389 2.59296 -0.08
N -0.77242 0.71657 -0.34566 0.11
H -7.16548 -0.00756 0.28895 0.12
C 3.37435 -2.24265 2.06718 -0.08
H 0.33267 0.07427 -2.83327 0.10
```

Results
Energy above the lowest of the compared OMol25 structures with the same formula, charge and spin, kJ/mol: 547.85
HOMO level, Ha: -0.35317
Total energy, eV: -75067.682
Charge: +1
Multiplicity: 1
Kohn-Sham gap, eV: 4.55


Entry from the OMol25 dataset: a 3-piece molecular cluster, C4H10O3S overall in a non-equilibrium geometry (ωB97M-V/def2-TZVPD).

The geometry in XYZ format:
```
18
Properties=species:S:1:pos:R:3:lowdin_charge:R:1
H 2.51192 0.39047 -0.63490 -0.16
O -2.77668 0.94376 0.79814 0.06
H 0.25879 -1.46753 0.31828 0.08
S 1.27028 -0.41638 -2.12160 0.13
C -1.78146 0.41900 0.34494 -0.55
H 0.11241 1.11606 0.14124 0.12
C 0.45415 -0.74032 1.10542 -0.21
H -0.99454 -1.72607 2.54329 0.06
O 2.91720 0.66834 0.21628 -0.16
H -0.32722 -0.22507 3.14176 0.06
C -0.39158 0.53709 1.00867 -0.24
C -0.51635 -0.79900 2.23845 -0.08
H -0.27903 1.28361 1.78220 0.12
H -0.97506 -0.22854 -1.32323 -0.01
O -1.80750 -0.26109 -0.78768 0.06
H 1.32883 -0.11204 -3.41686 -0.39
H 1.52180 -0.71369 1.25435 0.08
H 3.47973 1.41902 0.01947 0.01
```

Results
HOMO level (spin up / spin down), Ha: -0.12954 / -0.14765
Total energy, eV: -21286.201
Charge: -1
Multiplicity: 2
Kohn-Sham gap (spin up / spin down), eV: 7.21 / 7.66